Entry 1:
48
Properties=species:S:1:pos:R:3:forces:R:3:mulliken_charge:R:1 method="wB97M-V/def2-TZVPD" gap_ev=3.926 de_lowest_kj_mol=318.6 spin_multiplicity=1 e_lumo_ev=3.9 energy_ha=-2658.0351 charge=-2
O 15.6104 -22.1336 9.0986 0.6 0.5 0.3 -0.54
V 14.2001 -22.6366 9.6578 -0.9 -2.6 -1.0 1.23
O 13.4136 -21.4585 10.4228 0.1 0.8 0.1 -0.91
P 13.1150 -25.1850 9.3152 -0.8 -1.9 -0.2 0.75
O 14.2762 -24.4132 8.5555 0.6 1.5 -0.1 -0.48
O 13.5525 -26.5022 9.9381 0.8 0.4 0.2 -0.88
O 11.9044 -25.3513 8.4386 -0.6 0.4 -0.6 -0.86
O 12.8591 -24.0894 10.4113 1.1 1.8 1.0 -0.71
C 16.0403 -23.3841 5.6799 0.0 0.1 1.4 0.26
C 15.0925 -22.5160 4.9153 0.3 0.3 -1.1 -0.46
O 13.7887 -23.0598 4.8641 0.1 0.2 0.1 -0.53
O 16.2232 -24.6265 5.0180 0.3 0.2 -0.6 -0.57
H 15.6514 -23.5330 6.6945 -0.2 -0.2 0.0 -0.11
H 16.9831 -22.8407 5.8538 0.1 0.0 -0.5 0.25
H 15.4799 -22.3992 3.8837 -0.1 -0.2 0.0 0.35
H 15.1086 -21.4938 5.3124 -0.1 -0.2 0.4 0.25
H 13.1552 -22.3377 4.9721 -0.1 -0.1 0.0 0.39
H 16.8009 -25.1781 5.5506 -0.2 0.0 0.2 0.32
C 11.5520 -17.1291 10.4934 0.3 2.2 -0.6 -0.40
C 12.3591 -17.5851 11.6715 0.9 -2.3 -0.8 -0.38
O 13.4484 -18.4033 11.2153 0.2 0.9 0.0 -0.46
O 11.2873 -18.1609 9.5838 -0.2 -0.6 0.2 -0.41
H 12.1843 -16.3450 10.0336 0.0 -0.3 -0.3 0.28
H 10.6563 -16.5512 10.7704 -0.2 -0.5 0.3 0.35
H 11.8001 -18.2433 12.3434 -0.3 0.6 0.3 0.25
H 12.8727 -16.7464 12.1306 -0.6 0.2 0.5 0.26
H 13.1855 -18.9597 10.4685 -0.1 -0.4 0.3 0.26
H 10.9243 -17.8238 8.7615 0.1 0.2 0.1 0.25
C 17.7579 -24.7100 12.3116 0.3 -0.6 1.0 -0.42
C 16.7724 -23.5816 12.2151 -0.4 0.2 0.8 -0.52
O 15.7949 -23.8643 11.2465 -0.5 0.3 -0.1 -0.26
O 18.7097 -24.7253 11.2720 0.1 -0.3 -0.1 -0.56
H 17.2148 -25.6600 12.4445 -0.2 0.1 -0.8 0.28
H 18.2983 -24.7108 13.2701 0.3 0.7 -0.3 0.37
H 17.2529 -22.6322 11.9759 0.1 -0.1 -0.4 0.25
H 16.3646 -23.4152 13.2276 -0.3 -0.2 -0.2 0.30
H 15.1039 -24.4602 11.5799 -0.1 -0.2 -0.2 0.29
H 18.2294 -24.8200 10.4402 -0.1 0.1 0.0 0.34
C 12.0309 -21.1355 7.7645 -0.5 0.1 0.5 -0.30
C 11.9203 -20.2442 6.5733 -0.3 0.3 -1.1 -0.40
O 11.8741 -21.0286 5.3561 -0.2 0.1 0.2 -0.58
O 13.2702 -21.7891 7.7839 0.5 -0.1 0.2 0.07
H 11.2164 -21.8573 7.8821 -0.1 0.0 -0.4 0.37
H 11.9236 -20.4744 8.6284 0.5 -0.2 0.2 0.08
H 12.7676 -19.5601 6.4652 0.2 -0.1 0.5 0.28
H 11.0181 -19.6168 6.6418 -0.1 -0.2 0.0 0.26
H 11.9091 -20.4295 4.6060 0.0 0.0 0.0 0.28
H 13.3208 -22.4740 7.0967 -0.1 -0.4 0.3 0.13

---

Entry 2:
48
Properties=species:S:1:pos:R:3:forces:R:3:mulliken_charge:R:1 method="wB97M-V/def2-TZVPD" gap_ev=3.483 de_lowest_kj_mol=0.0 spin_multiplicity=1 e_lumo_ev=0.9 energy_ha=-1953.4737 charge=-1
C -1.0417 4.8368 -1.1693 -0.2 -0.1 0.3 0.10
C -0.9744 3.6489 -1.3123 -0.1 0.1 -0.1 -1.28
C -0.9618 2.2066 -1.5585 0.1 0.6 0.0 0.90
C -1.7893 1.8612 -2.8230 0.1 0.2 0.3 -0.71
C -2.8653 0.7813 -2.5897 0.5 -0.6 -0.1 -0.62
B -2.2489 -0.5577 -2.0693 -0.2 0.8 0.2 -0.11
P -0.9757 -1.4538 -3.2184 0.2 -0.7 0.1 0.12
S -1.1882 -3.3965 -3.3654 -0.2 0.0 -0.1 -0.41
C -2.7144 -1.0857 -0.6194 0.0 -0.6 -0.6 0.95
F -2.7516 -0.0076 0.2366 0.0 -0.1 0.0 -0.30
F -4.0498 -1.4659 -0.8144 0.2 0.2 0.0 -0.35
C -1.9844 -2.2329 0.0114 0.2 0.1 1.0 -1.20
C -0.4748 -1.9676 0.1981 -0.4 -0.3 0.2 -0.17
Si 0.1213 -1.3642 1.8879 0.9 0.4 0.3 -0.18
C 0.2242 -2.7525 3.1577 -0.3 0.4 -0.1 -1.16
C -0.9339 -0.0049 2.6341 -0.5 -0.2 -0.2 -1.02
C 1.8523 -0.6904 1.5988 -0.9 -0.2 0.1 0.60
C 3.0052 -1.4054 1.8853 -0.2 -0.2 0.1 -0.29
C 4.2458 -0.8637 1.6044 0.1 -0.4 0.1 -0.50
C 4.3328 0.3886 1.0371 0.8 0.3 -0.2 -0.55
C 3.2072 1.1242 0.7376 -0.8 0.3 -0.2 -0.96
C 1.9710 0.5732 1.0312 0.1 0.1 -0.2 -0.03
H -1.1656 5.8546 -0.8936 0.2 0.1 -0.2 0.48
H 0.0856 1.9173 -1.6575 0.0 -0.3 0.0 0.29
H -1.3603 1.7427 -0.6556 0.0 -0.2 -0.1 -0.38
H -2.2970 2.7699 -3.1356 0.0 0.0 -0.1 0.53
H -1.1038 1.6049 -3.6313 -0.1 -0.2 -0.1 0.26
H -3.3006 0.5478 -3.5689 -0.3 0.1 0.0 0.32
H -3.6268 1.1515 -1.9073 -0.1 0.1 -0.1 0.36
H 0.3069 -1.0974 -2.7477 -0.1 0.3 -0.1 0.09
H -1.0623 -0.7719 -4.4492 0.1 0.1 0.1 0.08
H -2.4393 -2.3959 0.9961 -0.1 0.0 0.0 0.45
H -2.1613 -3.1480 -0.5450 0.0 0.1 -0.4 0.33
H 0.0386 -2.9169 0.0317 0.2 0.0 -0.1 0.41
H -0.0620 -1.2787 -0.5427 -0.1 0.1 0.0 0.10
H 0.5452 -2.2937 4.0947 0.1 0.0 0.0 0.33
H 0.9431 -3.5246 2.8949 -0.1 -0.2 0.0 0.34
H -0.7619 -3.1778 3.3528 0.0 -0.2 -0.1 0.33
H -1.9387 -0.3984 2.8167 0.0 0.0 0.1 0.29
H -0.5383 0.3542 3.5822 0.2 -0.1 0.0 0.43
H -1.0724 0.8487 1.9733 0.1 0.1 0.0 0.29
H 2.9129 -2.3953 2.3160 0.2 -0.1 0.1 0.19
H 5.1373 -1.4392 1.8182 0.1 0.0 0.0 0.37
H 5.3012 0.8132 0.8037 0.0 0.1 0.0 0.46
H 3.2763 2.1233 0.3039 0.5 0.2 0.1 0.49
H 1.0801 1.1454 0.7904 -0.1 0.1 0.1 0.30
O 4.4138 3.8836 0.3087 -0.1 -0.2 -0.1 -1.11
H 4.8436 3.9084 1.1708 0.0 0.0 0.0 0.13